(1)
{
  "formula": "AgBr",
  "method": "ωB97M-V/def2-TZVPD",
  "elements": ["Ag", "Br"],
  "coordinates": [[12.179, -3.065, -10.653], [10.113, -2.027, -12.035]],
  "lumo_energy_ev": [-6.7, -9.3],
  "total_charge": 1,
  "multiplicity": 2
}

(2)
{
  "formula": "AgCl2",
  "method": "ωB97M-V/def2-TZVPD",
  "elements": ["Ag", "Cl", "Cl"],
  "coordinates": [[-0.325, -0.834, -0.391], [-1.384, 0.336, 1.787], [1.710, 0.498, -1.397]],
  "lumo_energy_ev": 2.9,
  "total_charge": -1,
  "multiplicity": 1
}

(3)
{
  "formula": "AgFV",
  "method": "ωB97M-V/def2-TZVPD",
  "elements": ["Ag", "V", "F"],
  "coordinates": [[-1.783, -20.918, 1.138], [-2.551, -22.798, 3.454], [-2.427, -22.002, 2.132]],
  "lumo_energy_ev": [-17.8, -22.7],
  "total_charge": 3,
  "multiplicity": 5
}

(4)
{
  "formula": "AlBH22O9",
  "method": "ωB97M-V/def2-TZVPD",
  "elements": ["Al", "B", "H", "H", "H", "H", "O", "H", "H", "O", "H", "H", "O", "H", "H", "O", "H", "H", "O", "H", "H", "O", "H", "H", "O", "H", "H", "O", "H", "H", "O", "H", "H"],
  "coordinates": [[0.855, -2.833, 0.174], [-0.068, -0.636, 0.114], [-1.078, -1.008, 0.042], [0.385, -1.154, 0.945], [0.511, -0.779, -0.785], [-0.128, 0.399, 0.414], [2.187, -1.328, 0.575], [2.161, -0.374, 0.512], [3.117, -1.539, 0.658], [-0.258, 2.213, 0.885], [0.336, 2.678, 1.474], [-0.121, 1.287, 1.086], [1.312, 0.760, -1.619], [0.681, 0.192, -1.177], [0.910, 0.950, -2.467], [-1.838, 1.814, -0.461], [-2.038, 2.716, -0.711], [-0.942, 1.851, -0.125], [1.621, 0.801, 0.844], [0.951, 0.434, 0.267], [1.944, 1.571, 0.376], [-2.674, -0.802, 0.540], [-1.981, -0.698, 1.193], [-2.212, -1.036, -0.265], [-1.855, -0.158, -1.300], [-0.994, -0.166, -0.880], [-2.229, 0.691, -1.064], [-0.852, -0.131, 2.434], [-0.376, -0.017, 1.611], [-0.356, -0.800, 2.907], [0.991, -1.828, -1.727], [0.272, -1.417, -2.206], [1.766, -1.653, -2.261]],
  "lumo_energy_ev": -13.7,
  "total_charge": 2,
  "multiplicity": 1
}

Per-record E, Ha: -2720.63224, -1067.47038, -1189.03124, -956.21977
Per-record strongest force on any atom, eV/Å: 0.310, 1.686, 18.986, 7.659